1.
# C19H24N4O3

A single C19H24N4O3 molecule (wB97M-V/def2-TZVPD, the Open Molecules 2025 dataset).

```
50
Properties=species:S:1:pos:R:3:nbo_charge:R:1
H 7.2198 2.3970 0.8193 0.359
N 7.6162 1.8281 0.0800 -0.763
C 6.7215 1.1992 -0.5472 0.673
N 6.9134 0.3412 -1.6081 -0.592
C 5.7002 -0.1568 -2.0339 -0.001
C 4.7598 0.3719 -1.2478 0.097
C 3.3024 0.1776 -1.3477 0.640
O 2.8548 -0.4077 -2.3267 -0.629
N 2.4979 0.6574 -0.3741 -0.421
C 2.8560 1.1433 0.9678 -0.207
C 1.5997 0.8537 1.7887 -0.242
C 1.5897 -0.5751 2.3168 -0.617
C 0.4983 1.1079 0.7433 -0.045
N -0.8092 0.5845 1.0549 -0.630
C -1.6351 1.2151 1.9368 0.688
O -1.3026 2.2355 2.5111 -0.623
C -3.0016 0.5842 2.0771 -0.492
C -3.9324 1.0167 0.9094 -0.415
C -4.4160 -0.1605 0.1036 0.002
C -5.5367 -0.8838 0.4944 -0.227
C -5.9287 -2.0043 -0.2237 -0.190
C -5.2063 -2.4135 -1.3338 -0.257
C -4.0820 -1.7044 -1.7468 0.099
C -3.2854 -2.1520 -2.9424 -0.652
C -3.7065 -0.5804 -1.0188 -0.275
C 1.0597 0.4896 -0.5324 -0.218
O 5.3668 1.2195 -0.3213 -0.464
H 7.8228 0.1437 -1.9815 0.430
H 5.5865 -0.8359 -2.8587 0.246
H 3.7275 0.6201 1.3535 0.219
H 3.0822 2.2114 0.9423 0.204
H 1.5004 1.5578 2.6145 0.234
H 1.7250 -1.3008 1.5103 0.203
H 2.3997 -0.7211 3.0321 0.218
H 0.6508 -0.8012 2.8225 0.218
H 0.4012 2.1888 0.6204 0.221
H -1.1011 -0.2904 0.6517 0.402
H -3.4056 0.9052 3.0346 0.238
H -2.9144 -0.5037 2.0954 0.217
H -3.4048 1.7150 0.2573 0.219
H -4.7864 1.5579 1.3164 0.223
H -6.1072 -0.5652 1.3592 0.210
H -6.8072 -2.5590 0.0807 0.213
H -5.5227 -3.2867 -1.8923 0.209
H -2.6700 -1.3427 -3.3341 0.216
H -2.6199 -2.9769 -2.6791 0.221
H -3.9380 -2.5019 -3.7423 0.219
H -2.8452 -0.0034 -1.3443 0.204
H 0.8070 -0.5734 -0.6172 0.196
H 0.7059 0.9784 -1.4400 0.221
```

LUMO	0.6	eV
E_HOMO	-0.3053	hartree
relative energy (zero: lowest compared OMol25 entry of this formula, charge and spin)	1.6941	eV
SMILES	[H]/N=c1/[nH]cc(C(=O)N2C[C@H](C)[C@H](NC(=O)CCc3cccc(C)c3)C2)o1
calculated total energy	-32196.5209	eV



2.
# C23H23IrN6O4S

A molecular structure, C23H23IrN6O4S (wB97M-V/def2-TZVPD, the Open Molecules 2025 dataset).

```
58
Properties=species:S:1:pos:R:3:nbo_charge:R:1
Ir 0.1744 1.1283 0.7785 1.089
N -0.2530 3.5438 4.3103 -0.801
C -0.3179 2.9408 3.0915 0.279
S 0.2900 1.2693 3.0156 -0.178
N -0.7956 3.5854 2.0958 -0.380
N -0.8189 2.8737 0.9072 -0.287
C -1.4237 3.4525 -0.0664 0.190
C -1.7195 2.8538 -1.3291 -0.258
C -2.2660 3.6773 -2.3282 -0.118
C -2.6726 3.1670 -3.5348 -0.270
C -2.5526 1.7913 -3.7559 -0.160
C -2.0166 0.9613 -2.7999 -0.298
C -1.5727 1.4673 -1.5644 0.463
O -1.1282 0.6105 -0.6737 -0.690
H -0.0465 2.9884 5.1187 0.400
H -0.7401 4.4137 4.4355 0.405
H -1.7707 4.4643 0.1236 0.207
H -2.3658 4.7375 -2.1250 0.208
H -3.0839 3.8132 -4.2976 0.215
H -2.8802 1.3712 -4.6994 0.211
H -1.9158 -0.1034 -2.9650 0.225
C 3.3091 0.4942 -2.8359 -0.627
C 1.7807 0.5402 -2.8281 0.135
C 1.2615 0.6021 -4.2551 -0.616
O 1.2586 -0.6461 -2.2388 -0.712
C 1.4168 1.8326 -2.0431 0.781
O 1.3381 2.8709 -2.6633 -0.612
O 1.3620 1.8201 -0.7211 -0.774
H 3.6411 -0.3917 -3.3817 0.208
H 3.7013 0.4562 -1.8169 0.202
H 3.7122 1.3811 -3.3230 0.234
H 1.7819 -0.1394 -4.8644 0.199
H 1.4142 1.5941 -4.6718 0.239
H 0.1995 0.3760 -4.2698 0.221
H 1.9478 -1.0497 -1.7062 0.461
C 3.2560 -1.8498 1.0224 -0.249
C 2.5267 -0.6884 0.8640 0.045
N 1.1895 -0.7108 0.7594 -0.432
C 0.5465 -1.8735 0.8185 0.070
C 1.2015 -3.0836 0.9995 -0.012
C 2.5858 -3.0603 1.0893 -0.160
C 0.4437 -4.3497 1.0294 -0.179
C -0.6468 -4.6083 1.7468 -0.195
C -1.2702 -3.7284 2.7589 0.186
C -2.6450 -3.7508 2.9572 -0.290
C -3.1545 -2.9194 3.9385 0.082
N -2.3795 -2.1373 4.6839 -0.440
C -1.0779 -2.1965 4.4209 0.264
N -0.4811 -2.9460 3.5018 -0.458
H 4.3330 -1.7997 1.0954 0.233
H 2.9853 0.2882 0.7911 0.238
H -0.5265 -1.8249 0.6870 0.231
H 3.1343 -3.9841 1.2269 0.224
H 0.8127 -5.1294 0.3710 0.220
H -1.1427 -5.5605 1.5949 0.219
H -3.2888 -4.3870 2.3654 0.227
H -4.2193 -2.8809 4.1397 0.201
H -0.4314 -1.5663 5.0199 0.185
```

LUMO (spin up / spin down)	-0.5 / -0.5	eV
E_HOMO (spin up / spin down)	-0.2742 / -0.2742	hartree
relative energy (zero: lowest compared OMol25 entry of this formula, charge and spin)	0.2746	eV
calculated total energy	-55029.2538	eV